Version 1
Molecular formula: C6H11N
Method: DFT, ωB97M-V/def2-TZVPD

Element x y z (Å)
C (-1.962, -0.858, -0.707)
C (-0.506, -1.143, -0.342)
N (-0.475, 2.419, 0.403)
C (-0.098, 1.413, -0.500)
C (0.344, 0.090, -0.105)
C (1.569, 0.028, 0.580)
C (2.212, -1.135, 0.969)
H (-2.325, -1.778, -1.172)
H (-2.572, -0.799, 0.203)
H (-2.069, 0.096, -1.213)
H (-0.426, -1.860, 0.485)
H (-0.066, -1.658, -1.220)
H (-0.754, 3.278, -0.040)
H (0.184, 2.521, 1.168)
H (-0.173, 1.704, -1.563)
H (2.099, 0.966, 0.719)
H (3.196, -1.138, 1.440)
H (1.825, -2.145, 0.894)

Output
Net charge: -1
Spin multiplicity: 2
Kohn-Sham gap (alpha / beta): 0.180 / 0.194 Eh
Expectation value of S²: 0.76

=====

Version 2
Molecular formula: C6H11N
Method: DFT, ωB97M-V/def2-TZVPD

Element x y z (Å)
C (1.970, -0.100, 1.598)
C (0.551, -0.896, 1.291)
N (-1.696, 1.479, -0.114)
C (-1.451, 0.132, 0.172)
C (-0.125, -0.314, 0.183)
C (0.634, -0.023, -1.089)
C (0.024, -0.516, -2.263)
H (2.543, -0.224, 0.699)
H (1.714, 0.898, 2.072)
H (2.384, -0.916, 2.402)
H (0.773, -1.901, 1.073)
H (-0.169, -0.810, 2.177)
H (-1.150, 2.260, -0.297)
H (-2.552, 1.637, -0.552)
H (-2.209, -0.470, 0.698)
H (1.320, 0.757, -1.135)
H (0.498, -0.243, -3.234)
H (-0.904, -1.042, -2.457)

Output
Net charge: -1
Spin multiplicity: 2
Kohn-Sham gap (alpha / beta): 0.138 / 0.220 Eh
Expectation value of S²: 0.78

=====

Version 3
Molecular formula: C6H11N
Method: DFT, ωB97M-V/def2-TZVPD

Element x y z (Å)
C (-0.570, 1.795, -1.527)
C (0.454, 0.635, -1.635)
N (1.623, 0.326, 1.096)
C (0.592, -0.571, 0.645)
C (0.086, -0.467, -0.626)
C (-1.242, -2.021, 1.625)
C (-0.011, -1.367, 1.686)
H (-0.151, 2.790, -1.339)
H (-1.169, 1.852, -2.439)
H (-1.252, 1.534, -0.721)
H (1.483, 0.945, -1.425)
H (0.466, 0.093, -2.582)
H (1.766, 1.102, 0.461)
H (1.461, 0.527, 2.067)
H (-0.863, -0.934, -0.861)
H (-1.392, -2.921, 2.209)
H (-1.926, -1.771, 0.822)
H (0.646, -1.546, 2.543)

Output
Net charge: -1
Spin multiplicity: 2
Kohn-Sham gap (alpha / beta): 0.143 / 0.236 Eh
Expectation value of S²: 0.76

=====

Version 4
Molecular formula: C6H11N
Method: DFT, ωB97M-V/def2-TZVPD

Element x y z (Å)
C (0.880, 1.703, -0.031)
N (0.524, -0.584, -2.138)
C (0.325, -0.731, -0.728)
C (0.203, 0.340, 0.197)
C (-0.652, 0.291, 1.487)
C (-1.399, 1.356, 1.927)
C (-0.178, -2.195, -0.292)
H (0.292, 2.318, -0.608)
H (1.692, 1.580, -0.825)
H (1.589, 2.178, 0.671)
H (0.945, 0.279, -2.259)
H (0.822, -1.256, -2.825)
H (-0.883, -0.677, 1.900)
H (-1.997, 1.040, 2.813)
H (-1.580, 2.232, 1.355)
H (-1.220, -2.269, -0.117)
H (0.618, -2.622, 0.518)
H (0.018, -2.985, -1.044)

Output
Net charge: -1
Spin multiplicity: 2
Kohn-Sham gap (alpha / beta): 0.124 / 0.236 Eh
Expectation value of S²: 0.77

=====

The structure with the greatest stability is version 3.

=====

Version 1
Molecular formula: C19H26N4O3
Method: DFT, ωB97M-V/def2-TZVPD

Element x y z (Å)
C (1.097, 1.418, -2.549)
O (0.136, 0.727, -1.770)
C (0.178, 0.934, -0.361)
C (-0.869, 0.011, 0.300)
O (-0.937, 0.007, 1.520)
N (-1.607, -0.713, -0.556)
C (-2.708, -1.639, -0.279)
C (-3.411, -1.492, 1.077)
C (-2.728, -2.383, 2.111)
C (-4.911, -1.813, 0.910)
C (-5.632, -0.720, 0.123)
C (-5.612, -1.996, 2.253)
C (-0.088, 2.399, 0.034)
C (1.284, 3.030, 0.329)
N (2.242, 1.931, 0.210)
C (3.493, 2.185, -0.245)
O (3.889, 3.312, -0.498)
C (4.437, 1.023, -0.363)
C (4.515, -0.004, 0.569)
N (5.398, -0.996, 0.504)
C (6.243, -1.006, -0.516)
C (6.256, -0.014, -1.497)
C (7.206, -0.078, -2.571)
N (7.964, -0.136, -3.432)
C (5.346, 1.030, -1.408)
C (1.561, 0.642, 0.237)
H (0.815, 1.265, -3.588)
H (1.103, 2.491, -2.339)
H (2.106, 1.022, -2.401)
H (-1.360, -0.585, -1.524)
H (-3.421, -1.497, -1.090)
H (-2.337, -2.667, -0.366)
H (-3.331, -0.453, 1.406)
H (-2.937, -3.437, 1.902)
H (-1.651, -2.230, 2.090)
H (-3.067, -2.165, 3.123)
H (-4.995, -2.758, 0.354)
H (-5.568, 0.231, 0.659)
H (-5.221, -0.565, -0.875)
H (-6.689, -0.963, 0.005)
H (-5.479, -1.108, 2.879)
H (-6.684, -2.140, 2.105)
H (-5.235, -2.855, 2.805)
H (-0.608, 2.903, -0.780)
H (-0.727, 2.425, 0.912)
H (1.566, 3.814, -0.372)
H (1.330, 3.456, 1.334)
H (3.838, -0.028, 1.417)
H (6.946, -1.829, -0.563)
H (5.345, 1.842, -2.124)
H (1.432, 0.273, 1.255)
H (2.092, -0.101, -0.356)

Output
SMILES: CO[C@]1(C(=O)NC[C@H](C)C(C)C)CCN(C(=O)c2cncc(C#N)c2)C1
Kohn-Sham gap: 0.351 Eh

=====

Version 2
Molecular formula: C19H26N4O3
Method: DFT, ωB97M-V/def2-TZVPD

Element x y z (Å)
C (0.072, -1.813, -5.685)
H (1.094, -1.986, -6.010)
H (-0.589, -2.014, -6.525)
H (-0.034, -0.770, -5.400)
C (-0.307, -2.715, -4.515)
N (0.343, -2.316, -3.277)
C (-0.206, -2.966, -2.097)
H (0.347, -3.875, -1.820)
C (-0.221, -2.005, -0.902)
C (-1.007, -0.745, -1.242)
N (-0.915, 0.201, -0.163)
C (-1.458, 1.403, -0.126)
C (-1.288, 2.222, 1.011)
C (-0.514, 1.725, 2.128)
O (0.034, 0.619, 2.161)
N (-0.367, 2.545, 3.239)
C (-0.880, 3.821, 3.359)
O (-0.730, 4.511, 4.337)
N (-1.590, 4.237, 2.265)
C (-1.862, 3.550, 1.088)
O (-2.541, 4.123, 0.255)
H (-1.989, 5.167, 2.325)
C (0.382, 2.039, 4.352)
C (1.564, 2.660, 4.720)
C (2.277, 2.177, 5.803)
C (1.817, 1.076, 6.505)
C (0.637, 0.458, 6.128)
C (-0.089, 0.940, 5.053)
H (-1.011, 0.467, 4.754)
H (0.275, -0.400, 6.675)
H (2.377, 0.700, 7.348)
H (3.196, 2.662, 6.097)
H (1.914, 3.518, 4.168)
C (-2.239, 1.815, -1.327)
H (-1.602, 1.760, -2.209)
H (-2.625, 2.822, -1.219)
H (-3.069, 1.125, -1.474)
H (-0.378, -0.056, 0.678)
H (-2.057, -1.000, -1.432)
H (-0.595, -0.323, -2.166)
H (-0.668, -2.509, -0.044)
H (0.798, -1.725, -0.634)
H (-1.235, -3.264, -2.312)
C (1.796, -2.323, -3.317)
C (2.462, -3.650, -3.700)
H (2.128, -4.457, -3.052)
H (2.240, -3.918, -4.730)
H (3.540, -3.554, -3.598)
H (2.146, -2.025, -2.326)
H (2.113, -1.548, -4.019)
H (-1.384, -2.624, -4.349)
H (-0.101, -3.766, -4.780)

Output
SMILES: CCN(CC)CCCN/C(C)=C1/C(=O)NC(=O)N(c2ccccc2)C1=O
Kohn-Sham gap: 0.336 Eh

=====

The structure with the greatest stability is version 2.

=====

Version 1
Molecular formula: CH2N3O3
Method: DFT, ωB97M-V/def2-TZVPD

Element x y z (Å)
C (-1.660, -0.552, -0.002)
N (0.769, -0.602, 0.002)
N (-0.461, 0.021, 0.001)
N (1.726, 0.257, 0.000)
O (1.485, 1.496, -0.001)
O (-1.954, -1.731, 0.000)
O (2.884, -0.176, 0.000)
H (-2.447, 0.242, 0.001)
H (-0.341, 1.045, 0.000)

Output
Net charge: -1
SMILES: O=CNN=[N+]([O-])[O-]
Kohn-Sham gap: 0.290 Eh

=====

Version 2
Molecular formula: CH2N3O3
Method: DFT, ωB97M-V/def2-TZVPD

Element x y z (Å)
C (1.345, 0.386, -0.501)
N (-1.733, -0.506, 0.500)
N (-1.601, -0.723, -0.639)
N (-2.079, -0.259, 1.529)
O (2.552, 0.715, -0.393)
O (0.805, -0.142, -1.482)
O (0.467, 0.546, 0.624)
H (0.878, 0.415, 1.524)
H (-0.634, -0.432, -1.162)

Output
Net charge: -1
Kohn-Sham gap: 0.335 Eh

=====

The structure with the greatest stability is version 2.